# C27H26AlBBrCl2NO3S

A molecular structure, C27H26AlBBrCl2NO3S (ωB97M-V/def2-TZVPD, OMol25).

The value obtained for the energy above the lowest of the compared OMol25 structures with the same formula, charge and spin is 0.0 kcal/mol. As for the highest occupied orbital energy: -13.4 eV. As for the max |F|: 0.4 eV/A. The frontier orbital gap comes out at 7.51 eV. The total charge is +2.

Element x y z (Å)
Al1 -0.681 0.390 -0.720
Cl1 -0.333 2.770 0.110
C1 -2.122 3.001 0.379
Cl2 -2.886 1.492 0.856
H1 -2.543 3.346 -0.560
H2 -2.201 3.722 1.186
C2 4.081 0.502 -3.459
C3 2.904 -0.296 -2.986
C4 2.729 -1.640 -3.304
C5 1.615 -2.339 -2.863
C6 0.700 -1.657 -2.091
Br1 -0.876 -2.501 -1.465
N1 0.847 -0.373 -1.753
C7 1.921 0.293 -2.207
H3 4.763 -0.115 -4.039
H4 4.633 0.915 -2.615
H5 3.759 1.332 -4.086
H6 3.466 -2.149 -3.912
H7 1.454 -3.375 -3.119
H8 1.983 1.342 -1.940
O1 -0.196 -0.238 0.847
S1 -0.075 -1.455 1.819
C8 0.142 -0.682 3.439
C9 -1.157 -0.619 4.183
C10 -1.696 -1.766 4.757
C11 -2.905 -1.702 5.430
C12 -3.577 -0.491 5.535
C13 -3.039 0.656 4.973
C14 -1.831 0.591 4.293
C15 1.578 -2.130 1.501
C16 2.726 -1.336 2.048
C17 3.050 -0.086 1.524
C18 4.104 0.641 2.053
C19 4.849 0.120 3.103
C20 4.538 -1.126 3.621
C21 3.478 -1.852 3.097
H9 0.566 0.302 3.229
H10 0.907 -1.283 3.937
H11 -1.168 -2.710 4.695
H12 -3.318 -2.592 5.882
H13 -4.514 -0.440 6.071
H14 -3.554 1.602 5.073
H15 -1.396 1.490 3.872
H16 1.599 -2.240 0.415
H17 1.525 -3.134 1.929
H18 2.477 0.318 0.701
H19 4.351 1.612 1.645
H20 5.677 0.684 3.509
H21 5.119 -1.537 4.434
H22 3.242 -2.827 3.504
O2 -1.446 0.552 -3.611
B1 -1.920 0.835 -2.348
O3 -3.173 1.398 -2.365
C22 -3.511 1.461 -3.716
C23 -4.672 1.931 -4.285
C24 -4.735 1.866 -5.674
C25 -3.684 1.352 -6.432
C26 -2.518 0.878 -5.839
C27 -2.471 0.950 -4.466
H23 -5.483 2.324 -3.691
H24 -5.623 2.221 -6.176
H25 -3.777 1.322 -7.508
H26 -1.700 0.478 -6.420

---

# C27H26ClGaN3O3Sb

A molecular structure, C27H26ClGaN3O3Sb at a distorted geometry (ωB97M-V/def2-TZVPD, OMol25).

The value obtained for the energy above the lowest of the compared OMol25 structures with the same formula, charge and spin is 0.0 kcal/mol. As for the highest occupied orbital energy: -14.2 eV. As for the max |F|: 1.0 eV/A. The frontier orbital gap comes out at 8.07 eV. The total charge is +2.

Element x y z (Å)
Ga1 -0.081 0.001 -0.616
C1 3.223 0.032 0.660
C2 3.030 -0.380 -0.771
C3 4.051 -1.013 -1.473
C4 3.924 -1.241 -2.827
C5 2.789 -0.779 -3.489
C6 1.785 -0.197 -2.749
N1 1.886 -0.044 -1.407
Sb1 0.156 0.787 -3.800
C7 0.142 2.340 -2.251
C8 0.233 3.658 -2.642
C9 0.271 4.661 -1.677
C10 0.227 4.312 -0.343
C11 0.148 2.972 0.020
C12 0.133 2.569 1.465
N2 0.092 2.021 -0.930
C13 -1.622 -0.109 -2.932
C14 -2.499 -0.750 -3.773
C15 -3.747 -1.119 -3.277
C16 -4.114 -0.689 -2.019
C17 -3.200 -0.015 -1.213
C18 -3.636 0.539 0.108
N3 -1.938 0.191 -1.646
H1 3.753 -0.731 1.231
H2 2.283 0.257 1.148
H3 3.839 0.934 0.684
H4 4.942 -1.316 -0.937
H5 4.715 -1.737 -3.376
H6 2.684 -0.887 -4.560
H7 0.271 3.902 -3.696
H8 0.342 5.703 -1.967
H9 0.255 5.063 0.437
H10 0.978 3.010 1.995
H11 0.191 1.486 1.575
H12 -0.773 2.922 1.961
H13 -2.217 -0.965 -4.795
H14 -4.435 -1.694 -3.884
H15 -5.115 -0.859 -1.644
H16 -3.751 -0.255 0.845
H17 -4.610 1.016 -0.003
H18 -2.935 1.288 0.472
C19 1.558 -2.218 3.693
C20 0.181 -1.628 3.499
C21 -0.694 -1.603 4.584
C22 -1.943 -1.012 4.516
Cl1 -2.985 -1.021 5.882
C23 -2.358 -0.401 3.342
C24 -1.518 -0.463 2.251
C25 -0.281 -1.075 2.309
O1 0.497 -1.022 1.140
C26 1.089 -2.272 0.699
C27 0.674 -2.575 -0.729
O2 1.205 -3.426 -1.381
O3 -0.257 -1.745 -1.157
H19 1.864 -2.085 4.729
H20 2.307 -1.745 3.058
H21 1.565 -3.293 3.496
H22 -0.377 -2.057 5.516
H23 -3.315 0.101 3.298
H24 -1.824 -0.043 1.296
H25 0.771 -3.098 1.326
H26 2.171 -2.204 0.729

---

# C27H26CuO4SSb2

A molecular structure, C27H26CuO4SSb2 (ωB97M-V/def2-TZVPD, OMol25).

The value obtained for the energy above the lowest of the compared OMol25 structures with the same formula, charge and spin is 0.0 kcal/mol. As for the highest occupied orbital energy: -5.2 eV. As for the max |F|: 0.4 eV/A. The frontier orbital gap comes out at 7.67 eV. The total charge is -1.

Element x y z (Å)
Cu1 2.736 1.151 1.308
C1 -1.413 0.875 0.427
C2 -1.422 0.210 -0.955
C3 -1.191 -1.297 -0.878
Sb1 0.598 -1.938 0.174
C4 -0.376 -3.795 0.748
C5 -0.496 -4.121 2.094
C6 -1.155 -5.276 2.506
C7 -1.710 -6.128 1.566
C8 -1.599 -5.821 0.215
C9 -0.938 -4.669 -0.184
C10 1.561 -2.866 -1.491
C11 2.142 -4.122 -1.332
C12 2.777 -4.754 -2.391
C13 2.842 -4.131 -3.630
C14 2.278 -2.876 -3.794
C15 1.642 -2.246 -2.732
Sb2 0.343 1.993 0.952
C16 0.090 3.531 -0.493
C17 -1.132 4.195 -0.569
C18 -1.344 5.183 -1.521
C19 -0.327 5.517 -2.405
C20 0.892 4.861 -2.330
C21 1.105 3.869 -1.380
C22 -0.688 3.031 2.550
C23 -0.652 4.414 2.704
C24 -1.284 5.036 3.773
C25 -1.968 4.280 4.715
C26 -2.009 2.900 4.581
C27 -1.371 2.287 3.510
H1 -1.591 0.144 1.220
H2 -2.203 1.625 0.518
H3 -0.681 0.671 -1.605
H4 -2.399 0.395 -1.419
H5 -1.184 -1.764 -1.866
H6 -2.005 -1.760 -0.311
H7 -0.066 -3.465 2.845
H8 -1.232 -5.507 3.563
H9 -2.223 -7.028 1.880
H10 -2.026 -6.485 -0.528
H11 -0.846 -4.455 -1.244
H12 2.096 -4.627 -0.373
H13 3.224 -5.730 -2.247
H14 3.343 -4.617 -4.458
H15 2.351 -2.366 -4.747
H16 1.247 -1.247 -2.866
H17 -1.935 3.956 0.122
H18 -2.301 5.689 -1.570
H19 -0.488 6.284 -3.153
H20 1.688 5.113 -3.021
H21 2.053 3.346 -1.335
H22 -0.134 5.027 1.974
H23 -1.242 6.114 3.869
H24 -2.464 4.764 5.547
H25 -2.537 2.297 5.311
H26 -1.414 1.205 3.437
O1 1.529 0.614 -1.234
S1 3.028 0.614 -1.113
O2 3.674 0.274 -2.356
O3 3.377 -0.339 0.007
O4 3.432 1.963 -0.588

---

# C27H26F4O

5 unconnected molecules or ions with the total composition C27H26F4O at a distorted geometry (ωB97M-V/def2-TZVPD, OMol25).

The value obtained for the energy above the lowest of the compared OMol25 structures with the same formula, charge and spin is 195.6 kcal/mol. As for the highest occupied orbital energy: -8.8 eV. As for the max |F|: 5.0 eV/A. Its structure (SMILES) is Fc1ccccc1.Fc1ccccc1.Fc1ccccc1.Fc1ccccc1.CC(C)=O. The frontier orbital gap comes out at 9.39 eV.

Element x y z (Å)
F1 4.790 -0.042 0.106
C1 4.365 -0.019 -1.197
C2 5.162 0.495 -2.208
C3 4.714 0.594 -3.571
C4 3.468 0.036 -3.910
C5 2.668 -0.465 -2.865
C6 3.085 -0.529 -1.522
H1 6.123 0.898 -1.927
H2 5.341 1.039 -4.329
H3 3.001 0.088 -4.882
H4 1.655 -0.697 -3.158
H5 2.542 -1.001 -0.717
F2 -1.131 1.646 6.187
C7 -1.013 1.902 4.867
C8 0.231 1.935 4.296
C9 0.384 2.150 2.904
C10 -0.753 2.566 2.168
C11 -1.939 2.699 2.809
C12 -2.175 2.309 4.090
H6 1.098 1.652 4.875
H7 1.316 1.920 2.410
H8 -0.612 2.874 1.142
H9 -2.766 3.120 2.257
H10 -3.144 2.389 4.560
F3 -2.719 -2.079 -0.975
C13 -2.640 -2.931 0.050
C14 -3.711 -2.927 0.896
C15 -3.656 -3.588 2.136
C16 -2.515 -4.323 2.401
C17 -1.411 -4.351 1.546
C18 -1.435 -3.643 0.316
H11 -4.553 -2.308 0.625
H12 -4.430 -3.601 2.890
H13 -2.363 -4.773 3.371
H14 -0.528 -4.945 1.729
H15 -0.636 -3.683 -0.410
F4 -1.695 0.397 2.119
C19 -0.966 0.069 1.035
C20 -1.215 -1.152 0.433
C21 -0.494 -1.484 -0.657
C22 0.576 -0.700 -1.072
C23 0.846 0.529 -0.444
C24 0.088 0.863 0.632
H16 -1.922 -1.756 0.982
H17 -0.741 -2.413 -1.150
H18 1.259 -1.023 -1.843
H19 1.604 1.151 -0.897
H20 0.351 1.804 1.094
C25 0.954 1.885 -2.818
C26 -0.447 1.771 -3.258
C27 -1.615 2.018 -2.320
O1 -0.630 1.698 -4.425
H21 1.669 2.345 -3.501
H22 1.445 0.925 -2.661
H23 0.879 2.413 -1.867
H24 -1.468 1.488 -1.379
H25 -2.554 1.666 -2.747
H26 -1.740 3.097 -2.219

---

# C27H26F6N2O4OsS2Si2

A molecular structure, C27H26F6N2O4OsS2Si2 (ωB97M-V/def2-TZVPD, OMol25).

The value obtained for the energy above the lowest of the compared OMol25 structures with the same formula, charge and spin is 17.9 kcal/mol. As for the highest occupied orbital energy: -8.0 eV. As for the max |F|: 0.4 eV/A. The frontier orbital gap comes out at 7.16 eV.

Element x y z (Å)
Os1 -0.009 -0.085 0.565
C1 -1.027 -4.196 1.354
C2 -0.494 -4.864 0.258
C3 0.189 -4.149 -0.703
C4 0.312 -2.763 -0.577
C5 -0.321 -2.059 0.460
C6 -0.962 -2.818 1.455
C7 1.275 -1.968 -1.305
C8 2.119 -2.529 -2.294
C9 3.200 -1.839 -2.720
C10 3.480 -0.572 -2.161
C11 4.651 0.130 -2.529
C12 4.923 1.356 -2.000
C13 4.006 1.928 -1.100
C14 2.861 1.272 -0.744
C15 2.566 -0.012 -1.246
N1 1.419 -0.712 -0.863
H1 -1.528 -4.756 2.135
H2 -0.584 -5.939 0.174
H3 0.658 -4.677 -1.523
H4 -1.443 -2.336 2.297
H5 1.906 -3.517 -2.671
H6 3.873 -2.256 -3.460
H7 5.328 -0.336 -3.233
H8 5.825 1.888 -2.272
H9 4.199 2.910 -0.688
H10 2.176 1.761 -0.076
C16 -3.392 0.168 1.531
Si1 -2.410 -0.407 0.016
C17 -3.161 -2.086 -0.430
C18 -3.065 0.714 -1.345
C19 -4.407 0.760 -1.740
C20 -4.828 1.662 -2.701
C21 -3.910 2.534 -3.283
C22 -2.582 2.490 -2.900
C23 -2.154 1.579 -1.927
Si2 -0.426 1.444 -1.237
C24 0.608 1.552 -2.817
C25 -0.172 2.971 -0.125
H11 -4.435 0.266 1.216
H12 -3.067 1.138 1.907
H13 -3.351 -0.544 2.357
H14 -4.147 -1.885 -0.860
H15 -3.298 -2.731 0.434
H16 -2.583 -2.637 -1.175
H17 -5.137 0.094 -1.291
H18 -5.869 1.694 -2.999
H19 -4.236 3.242 -4.034
H20 -1.884 3.179 -3.365
H21 0.020 2.170 -3.500
H22 0.732 0.582 -3.305
H23 1.590 2.006 -2.715
H24 0.135 3.808 -0.759
H25 0.564 2.872 0.676
H26 -1.123 3.230 0.344
F1 4.254 1.808 2.855
C26 3.332 1.376 3.709
F2 3.924 0.832 4.762
F3 2.587 2.401 4.100
S1 2.295 0.109 2.862
O1 1.638 0.890 1.805
O2 3.177 -0.932 2.466
N2 1.293 -0.328 3.990
S2 -0.268 -0.212 3.916
O3 -0.785 0.083 2.573
O4 -0.901 -1.261 4.632
C27 -0.705 1.345 4.800
F4 -0.237 2.393 4.130
F5 -2.026 1.432 4.877
F6 -0.188 1.336 6.020

---

# C27H26FeN9P

A molecular structure, C27H26FeN9P (ωB97M-V/def2-TZVPD, OMol25).

The value obtained for the energy above the lowest of the compared OMol25 structures with the same formula, charge and spin is 5.2 kcal/mol. As for the highest occupied orbital energy (alpha / beta): -17.3 / -17.3 eV. As for the multiplicity: 2. As for the max |F|: 0.8 eV/A. The frontier orbital gap (alpha / beta) comes out at 7.93 / 7.90 eV. The total charge is +3.

Element x y z (Å)
Fe1 0.490 -0.005 -0.371
C1 -2.085 0.009 4.406
N1 -0.975 0.004 3.443
C2 0.353 -0.001 3.767
C3 1.051 -0.006 2.594
N2 0.149 -0.004 1.567
C4 -1.074 0.001 2.099
P1 -2.620 0.004 1.119
C5 -2.122 -1.324 -0.036
N3 -0.992 -1.312 -0.745
C6 -1.056 -2.347 -1.634
C7 -2.244 -2.995 -1.452
N4 -2.899 -2.346 -0.449
C8 -4.239 -2.683 0.048
C9 -2.115 1.328 -0.036
N5 -0.985 1.312 -0.743
C10 -1.047 2.343 -1.637
C11 -2.234 2.994 -1.459
N6 -2.891 2.349 -0.454
C12 -4.230 2.690 0.041
H1 -1.667 0.016 5.407
H2 -2.693 0.899 4.269
H3 -2.692 -0.885 4.281
H4 0.690 0.000 4.790
H5 2.115 -0.010 2.431
H6 -0.270 -2.562 -2.337
H7 -2.669 -3.847 -1.956
H8 -4.540 -3.626 -0.397
H9 -4.217 -2.795 1.129
H10 -4.950 -1.912 -0.238
H11 -0.260 2.555 -2.340
H12 -2.657 3.844 -1.966
H13 -4.529 3.632 -0.408
H14 -4.943 1.919 -0.244
H15 -4.210 2.805 1.121
C13 1.381 4.067 0.828
C14 2.246 4.489 -0.168
C15 2.689 3.567 -1.104
C16 2.264 2.256 -1.006
N7 1.410 1.846 -0.043
C17 0.972 2.746 0.841
C18 2.726 1.160 -1.870
C19 3.761 1.205 -2.786
C20 4.238 0.004 -3.295
C21 3.761 -1.200 -2.792
C22 2.726 -1.159 -1.875
N8 2.153 0.000 -1.530
C23 2.265 -2.259 -1.015
C24 2.692 -3.569 -1.116
C25 2.251 -4.494 -0.181
C26 1.387 -4.076 0.817
C27 0.975 -2.756 0.833
N9 1.410 -1.854 -0.051
H16 1.019 4.749 1.584
H17 2.570 5.520 -0.219
H18 3.360 3.863 -1.898
H19 0.276 2.396 1.588
H20 4.218 2.142 -3.068
H21 5.043 0.005 -4.017
H22 4.218 -2.136 -3.078
H23 3.364 -3.862 -1.910
H24 2.577 -5.524 -0.234
H25 1.027 -4.760 1.572
H26 0.278 -2.407 1.580

---

# C27H26MnN3O6SSi

A molecular structure, C27H26MnN3O6SSi at a distorted geometry (ωB97M-V/def2-TZVPD, OMol25).

The value obtained for the energy above the lowest of the compared OMol25 structures with the same formula, charge and spin is 0.0 kcal/mol. As for the highest occupied orbital energy (alpha / beta): -3.6 / -3.8 eV. As for the multiplicity: 6. As for the max |F|: 2.7 eV/A. The frontier orbital gap (alpha / beta) comes out at 5.34 / 5.47 eV. The total charge is -1.

Element x y z (Å)
Mn1 -0.354 -0.678 0.602
C1 2.391 -0.651 3.172
Si1 2.335 0.762 1.943
C2 4.139 1.320 1.708
C3 1.207 2.120 2.480
N1 1.623 -0.017 0.516
C4 2.130 -0.103 -0.736
C5 3.266 0.621 -1.201
C6 3.888 0.214 -2.357
C7 3.435 -0.886 -3.101
C8 2.233 -1.510 -2.728
C9 1.521 -1.006 -1.658
O1 0.259 -1.472 -1.295
C10 -0.712 -1.738 -2.261
C11 -0.808 -1.032 -3.446
C12 -1.818 -1.375 -4.376
C13 -2.763 -2.362 -4.096
C14 -2.617 -3.105 -2.903
C15 -1.640 -2.751 -1.980
H1 2.833 -0.283 4.114
H2 3.068 -1.458 2.830
H3 1.404 -1.031 3.406
H4 4.547 1.452 2.738
H5 4.202 2.304 1.245
H6 4.743 0.559 1.229
H7 1.709 3.072 2.602
H8 0.822 1.812 3.465
H9 0.398 2.246 1.742
H10 3.607 1.481 -0.676
H11 4.771 0.744 -2.714
H12 4.014 -1.303 -3.915
H13 1.843 -2.347 -3.339
H14 -0.167 -0.199 -3.659
H15 -1.802 -0.861 -5.320
H16 -3.561 -2.558 -4.798
H17 -3.290 -3.897 -2.641
H18 -1.568 -3.294 -1.039
O2 0.263 -2.756 0.992
N2 -0.320 -3.489 1.945
C16 0.159 -4.769 2.150
C17 -0.401 -5.508 3.173
C18 -1.466 -4.965 3.917
C19 -1.940 -3.681 3.669
C20 -1.351 -2.913 2.657
S1 -1.839 -1.278 2.379
H19 0.973 -5.072 1.494
H20 -0.050 -6.505 3.351
H21 -1.836 -5.483 4.794
H22 -2.764 -3.248 4.236
O3 -0.596 1.376 -1.988
C21 -1.119 1.748 -0.944
O4 -1.289 1.046 0.139
C22 -1.609 3.145 -0.896
C23 -1.553 3.937 -2.038
C24 -2.064 5.258 -1.997
C25 -2.692 5.748 -0.880
C26 -2.772 4.907 0.227
C27 -2.228 3.648 0.248
N3 -3.269 5.472 1.459
O5 -3.811 6.584 1.364
O6 -3.128 4.816 2.498
H23 -1.124 3.542 -2.962
H24 -1.953 5.904 -2.858
H25 -3.163 6.713 -0.830
H26 -2.345 3.035 1.150